Entry 1:
10
Properties=species:S:1:pos:R:3:forces:R:3 method="wB97M-V/def2-TZVPD" relative_energy_kcal_mol=21.63 homo_ev=-3.5 total_charge=-1 spin_multiplicity=1 total_energy_ha=-246.91476 homo_lumo_gap_ha=0.305
N -1.586324 0.470993 0.548520 -0.78 -3.31 -0.63
C -0.713136 0.041851 -0.683208 0.59 2.51 -1.10
O 0.442632 -0.662492 -0.613055 -1.18 -0.75 0.75
H -0.866284 0.193029 1.239098 -1.12 -0.01 0.42
H -2.459466 -0.261347 0.546519 3.00 1.93 0.67
H -0.478668 1.071908 -1.052095 0.01 -0.19 -0.17
H -1.424196 -0.346775 -1.411660 -0.31 -0.53 -0.19
H 1.606206 -0.237295 -0.056311 0.37 0.65 0.98
H 3.027724 -0.488507 0.940494 -1.15 1.01 -0.81
O 2.451512 0.218631 0.541696 0.57 -1.30 0.08

Entry 2:
12
Properties=species:S:1:pos:R:3:forces:R:3 method="wB97M-V/def2-TZVPD" relative_energy_kcal_mol=52.82 homo_ev=-8.8 smiles=CONP(O)O total_charge=0 spin_multiplicity=1 total_energy_ha=-663.48012 homo_lumo_gap_ha=0.357
C 1.985655 -0.105608 0.110377 -2.83 -2.90 -1.56
O 0.901098 0.326819 -0.721908 -0.62 0.48 -0.42
N -0.209720 0.916372 0.012977 -0.06 -0.68 0.06
P -1.798059 0.175960 -0.583735 1.50 1.21 -2.32
O -1.495585 -1.304346 -0.125195 -0.65 -0.78 -1.16
O -2.728055 0.706465 0.575558 5.16 -2.04 3.01
H 2.412229 -1.009712 -0.375907 -0.61 0.18 0.35
H 1.559074 -0.322855 1.051654 0.03 -0.34 1.28
H 2.766317 0.520283 0.135036 2.58 3.06 0.36
H -0.125018 1.930022 -0.147182 -0.30 -0.58 -0.03
H -0.962835 -1.288829 0.637000 1.25 -0.35 1.93
H -3.496096 1.089885 0.425876 -5.45 2.73 -1.50